# C8H20N2O

A cluster of 2 separate species, C8H20N2O in total (ωB97M-V/def2-TZVPD, OMol25).

SMILES: OC[C@@H]1CN1.CCC(N)CC
Highest occupied orbital energy, eV: -8.90
Orbital gap, eV: 9.70
ΔE to the lowest compared entry with this formula, charge and spin, kJ/mol: 0.0

```
! wB97M-V def2-TZVPD RIJCOSX def2/J DEFGRID3
* xyz 0 1
O 5.0394 -1.2809 0.6928
C 3.7244 -1.2341 0.2052
C 3.4342 0.0272 -0.5637
C 2.8850 1.2253 0.0978
N 2.0168 0.3498 -0.7271
H 5.6353 -1.1469 -0.0414
H 3.0456 -1.3206 1.0570
H 3.5215 -2.0999 -0.4576
H 4.1048 0.1839 -1.4460
H 3.1247 2.2079 -0.3136
H 2.6375 1.1987 1.1676
H 1.9394 0.7802 -1.6457
C -3.3313 -1.6840 -1.0784
C -2.8595 -0.2800 -0.7294
C -1.9206 -0.2601 0.4719
N -2.5560 -1.0576 1.5272
C -1.6040 1.1703 0.9078
C -0.7473 1.9839 -0.0603
H -2.4595 -2.3002 -1.3317
H -4.0271 -1.7164 -1.9306
H -3.8648 -2.1505 -0.2532
H -2.4215 0.2578 -1.5601
H -3.7120 0.3291 -0.4177
H -0.9661 -0.7719 0.2342
H -1.9830 -1.0906 2.3768
H -3.4676 -0.7223 1.7953
H -2.5509 1.6923 1.1001
H -1.0787 1.1299 1.8597
H -1.2059 2.0442 -1.0503
H -0.5940 3.0205 0.2722
H 0.2412 1.5149 -0.1584
*
```

=====

# C8H20NNbO7P

A structure of composition C8H20NNbO7P (ωB97M-V/def2-TZVPD, OMol25).

Highest occupied orbital energy, eV: -4.46
Orbital gap, eV: 6.83

```
! wB97M-V def2-TZVPD RIJCOSX def2/J DEFGRID3
* xyz -1 1
N 0.9651 4.3133 0.3183
P 0.3706 4.0622 -1.1762
O 1.1093 2.6075 -1.8053
O 0.6910 5.4108 -2.2727
Nb -2.1608 3.9009 -0.9284
O -4.3113 3.8827 -0.8630
H 1.6490 3.5435 0.5523
H 0.8688 1.7926 -1.2515
H 0.3833 6.2107 -1.7071
H -2.0807 2.5510 0.3068
H -2.1502 5.0842 0.4870
H -2.3236 5.3601 -2.0328
H -2.2861 2.7506 -2.3256
H -4.6210 4.0099 -1.8106
O 0.2628 -0.4692 -0.8281
C 1.3148 -1.0609 -1.0052
O 2.5448 -0.5526 -0.7003
C 3.5504 -1.4650 -1.1386
C 2.8605 -2.8005 -1.2362
C 1.4547 -2.4183 -1.6249
H 3.9341 -1.1237 -2.1058
H 4.3724 -1.4822 -0.4171
H 3.3401 -3.4821 -1.9436
H 2.8504 -3.2856 -0.2526
H 1.3421 -2.3296 -2.7090
H 0.7212 -3.1165 -1.2149
O 0.7706 -3.3779 0.9172
C -0.0679 -3.0296 1.7319
O 0.2219 -2.5217 2.9657
C -0.9925 -2.3270 3.6890
C -2.0691 -2.2304 2.6400
C -1.5519 -3.1364 1.5514
H -1.1406 -3.1803 4.3592
H -0.9229 -1.4140 4.2875
H -3.0581 -2.5124 3.0108
H -2.1294 -1.2018 2.2638
H -1.8571 -4.1749 1.7070
H -1.8548 -2.7875 0.5615
*
```

=====

# C8H20NSi

A cluster of 2 separate species, C8H20NSi in total (ωB97M-V/def2-TZVPD, OMol25).

Highest occupied orbital energy, eV: -13.05
Orbital gap, eV: 8.04
ΔE to the lowest compared entry with this formula, charge and spin, kJ/mol: 173.6

```
! wB97M-V def2-TZVPD RIJCOSX def2/J DEFGRID3
* xyz 1 1
C -3.8206 -2.3625 0.6616
C -3.6834 -1.0415 1.4618
C 4.4657 0.6110 0.8234
C -1.4111 1.4527 1.0244
C -3.4643 0.9362 -1.3346
C 4.4557 -0.3062 -0.3568
C 3.3998 0.1587 -1.3724
C 2.0172 -0.1524 -0.9264
N 0.9858 0.6323 -0.8195
Si -2.8811 0.3931 0.3684
H -3.8866 -3.3655 1.2335
H -2.9926 -2.5638 -0.0623
H -3.2138 -1.1763 2.3667
H 5.0877 0.3577 1.5438
H 3.3952 0.5716 1.2327
H 4.7088 1.6905 0.5057
H -1.2787 1.4133 2.1053
H -0.5299 1.1130 0.5015
H -1.5044 2.4723 0.6762
H -3.2030 1.9263 -1.6525
H -3.0797 0.1738 -1.9623
H -4.4422 1.0932 -1.6980
H 5.4364 -0.2568 -0.7168
H 4.2662 -1.3706 -0.1615
H 3.4650 1.2263 -1.6570
H 3.5586 -0.2435 -2.4230
H 1.8513 -1.1369 -0.6393
H 1.1608 1.5256 -1.1474
H -4.6814 -2.2127 0.0398
H -4.7137 -0.5604 1.7583
*
```

=====

For each record above, in turn, the calculated LUMO values are 0.8; 2.4; -5.0 eV.